Record 1
{
  "formula": "C26H51N7O5SSr",
  "method": "wB97M-V/def2-TZVPD",
  "species": ["Sr", "C", "C", "C", "C", "C", "C", "N", "C", "C", "N", "C", "C", "O", "O", "C", "C", "C", "C", "C", "C", "N", "C", "C", "N", "C", "C", "O", "O", "H", "H", "H", "H", "H", "H", "H", "H", "H", "H", "H", "H", "H", "H", "H", "H", "H", "H", "H", "H", "H", "H", "H", "H", "H", "H", "H", "H", "H", "H", "H", "H", "H", "H", "H", "H", "H", "H", "H", "C", "N", "C", "C", "O", "N", "C", "C", "H", "H", "H", "H", "H", "H", "H", "H", "H", "H", "H", "H", "S", "C", "N"],
  "coordinates": [[0.54389, -0.62973, 2.54828], [4.13905, 0.91156, -2.27140], [3.47565, 0.71452, -0.90410], [3.12933, 2.00099, -0.13683], [2.07668, 3.05032, -0.54687], [2.06477, 3.43059, -2.02255], [2.36564, 4.29022, 0.30487], [0.70399, 2.52357, -0.17322], [-0.42923, 3.45866, -0.41966], [-1.59397, 3.22985, 0.54019], [-2.16795, 1.89103, 0.52090], [-2.65587, 1.46672, 1.84593], [-2.40402, -0.03748, 2.06128], [-2.68900, -0.82797, 1.14596], [-1.80283, -0.34538, 3.14200], [-3.21408, 1.64615, -0.50048], [-4.32982, 2.70143, -0.49962], [-2.70160, 1.49309, -1.93327], [-1.86495, 0.25778, -2.30422], [-2.76967, -0.97972, -2.23586], [-1.36831, 0.48603, -3.73317], [-0.69946, 0.11415, -1.39081], [0.21468, -0.99274, -1.73910], [1.61743, -0.48743, -2.08037], [2.42567, -0.31487, -0.88074], [2.96340, -1.59539, -0.41387], [2.97398, -1.73945, 1.11906], [3.02603, -2.87302, 1.60567], [2.81174, -0.66016, 1.77772], [4.95700, 1.63047, -2.19592], [3.46166, 1.26374, -3.04590], [4.56245, -0.03580, -2.61319], [4.26459, 0.30720, -0.26841], [4.07049, 2.55499, -0.06861], [2.89677, 1.69036, 0.88469], [3.07760, 3.67388, -2.34183], [1.44332, 4.31064, -2.19799], [1.69709, 2.62071, -2.65148], [3.38346, 4.61954, 0.09870], [2.29937, 4.06839, 1.37122], [1.71268, 5.13278, 0.07739], [0.73394, 2.28567, 0.84278], [0.47664, 1.64159, -0.68471], [-0.70641, 3.34758, -1.45999], [-0.07642, 4.47703, -0.27880], [-2.32935, 4.02322, 0.34729], [-1.21122, 3.41746, 1.54414], [-3.72378, 1.68365, 1.97990], [-2.11340, 2.00173, 2.62116], [-3.64108, 0.69039, -0.20127], [-4.03147, 3.61345, -1.02305], [-4.63081, 2.97855, 0.51184], [-5.21129, 2.31111, -1.01038], [-2.18709, 2.39721, -2.25588], [-3.59117, 1.45264, -2.57000], [-3.67766, -0.82717, -2.82415], [-3.05344, -1.17778, -1.19943], [-2.27269, -1.86470, -2.63629], [-2.21688, 0.64601, -4.40137], [-0.80111, -0.36022, -4.12254], [-0.73165, 1.37432, -3.77662], [-1.10232, -0.05078, -0.46865], [-0.16911, -1.55608, -2.59179], [0.27173, -1.70070, -0.91082], [1.49231, 0.46899, -2.58679], [2.09979, -1.16095, -2.80774], [3.98271, -1.76839, -0.79073], [2.36425, -2.42101, -0.79708], [0.46203, -3.04107, 4.02635], [-0.24890, -3.87183, 3.07899], [-1.26107, -4.70545, 3.71814], [-0.27741, -3.65200, 1.73103], [-0.01887, -2.55822, 1.21880], [-0.63738, -4.71284, 0.95718], [-0.21822, -6.07303, 1.25206], [-0.93341, -4.44191, -0.43836], [0.79806, -3.69439, 4.83204], [-0.19161, -2.27618, 4.46649], [1.39558, -2.65856, 3.60228], [-1.86257, -4.08942, 4.39169], [-0.80839, -5.51383, 4.29782], [-1.92774, -5.13059, 2.97496], [0.27067, -6.11927, 2.22058], [0.49915, -6.40310, 0.49668], [-1.07166, -6.75451, 1.24419], [-1.44961, -3.48972, -0.51968], [-1.58129, -5.23396, -0.81371], [-0.02232, -4.41062, -1.04495], [1.51739, 4.07910, 4.34451], [1.12334, 2.83946, 3.38981], [0.83358, 1.96891, 2.64969]],
  "e_tot_ha": -2209.873866,
  "homo_ev": -7.97,
  "gap_ev": 8.4,
  "spin_multiplicity": 1,
  "e_above_lowest_kcal_mol": 8.4
}

---

Record 2
{
  "formula": "C26H52BN3O6P4Zn",
  "method": "wB97M-V/def2-TZVPD",
  "species": ["Zn", "C", "C", "C", "C", "P", "C", "N", "B", "N", "C", "P", "C", "C", "C", "C", "C", "C", "C", "C", "C", "C", "C", "C", "C", "C", "C", "C", "C", "C", "H", "H", "H", "H", "H", "H", "H", "H", "H", "H", "H", "H", "H", "H", "H", "H", "H", "H", "H", "H", "H", "H", "H", "H", "H", "H", "H", "H", "H", "H", "H", "H", "H", "H", "H", "H", "H", "H", "H", "H", "H", "H", "H", "H", "N", "C", "C", "P", "O", "O", "O", "P", "O", "O", "O", "H", "H", "H", "H", "H", "H", "H", "H"],
  "coordinates": [[-0.12721, 0.39587, -0.44208], [3.13487, 2.87081, 1.32580], [3.47826, 1.38777, 1.50035], [4.96038, 1.22288, 1.81974], [2.64829, 0.84839, 2.66959], [2.86629, 0.55674, -0.11423], [2.80164, -1.24397, 0.41198], [1.56526, -1.55380, 1.08858], [0.29433, -0.93644, 0.91537], [-0.59262, -1.63088, 1.78154], [-1.97433, -1.35994, 2.10490], [-2.76539, -0.08037, 0.97221], [-3.72187, 0.90130, 2.30504], [-4.54632, 0.12716, 3.33710], [-2.60329, 1.69161, 3.00269], [-4.61198, 1.92694, 1.60421], [-3.92039, -1.16911, -0.07102], [-5.17127, -1.69530, 0.62339], [-4.30061, -0.30476, -1.27412], [-3.07450, -2.33846, -0.58145], [0.10120, -2.64007, 2.41977], [-0.31254, -3.61127, 3.31575], [0.62112, -4.53195, 3.76587], [1.93917, -4.48872, 3.33606], [2.36461, -3.52711, 2.43417], [1.44371, -2.59756, 1.97984], [4.26307, 0.44523, -1.41076], [4.62568, 1.86833, -1.83975], [5.53214, -0.32243, -1.04865], [3.58184, -0.24724, -2.59960], [3.40404, 3.43357, 2.21999], [2.06343, 2.97838, 1.15726], [3.66185, 3.29960, 0.47565], [5.18231, 1.68094, 2.78447], [5.57676, 1.71642, 1.07335], [5.23794, 0.17242, 1.87589], [2.85499, 1.44087, 3.56162], [2.88612, -0.18885, 2.89455], [1.58457, 0.92359, 2.44702], [3.65324, -1.49058, 1.05803], [2.87198, -1.83909, -0.50743], [-2.01971, -0.96948, 3.12886], [-2.55323, -2.28988, 2.07454], [-4.05240, -0.78173, 3.67160], [-5.52227, -0.13954, 2.94037], [-4.70788, 0.75652, 4.21336], [-2.00555, 1.06673, 3.66211], [-3.02899, 2.50031, 3.59719], [-1.94033, 2.12645, 2.25356], [-5.43710, 1.45310, 1.07973], [-4.02665, 2.50073, 0.88817], [-5.03308, 2.61547, 2.33834], [-5.84822, -0.88634, 0.88393], [-4.91856, -2.24895, 1.52521], [-5.70619, -2.36534, -0.05029], [-4.81006, 0.60361, -0.96426], [-4.95342, -0.85725, -1.94934], [-3.40171, -0.01827, -1.81456], [-2.91400, -3.09312, 0.18339], [-2.10555, -1.98491, -0.93025], [-3.57994, -2.82115, -1.41614], [-1.33559, -3.66803, 3.65617], [0.31581, -5.30588, 4.45373], [2.64487, -5.21936, 3.70237], [3.38664, -3.51864, 2.08584], [5.12010, 2.41342, -1.03958], [3.73105, 2.41699, -2.12930], [5.30172, 1.83423, -2.69404], [6.17197, 0.25306, -0.39039], [6.09448, -0.52898, -1.95849], [5.31751, -1.27512, -0.57444], [2.54431, 0.07075, -2.70482], [3.58449, -1.32958, -2.49738], [4.10098, -0.00507, -3.52535], [-2.12770, 1.62787, -4.62736], [-0.76040, 1.44574, -4.08395], [0.29771, 1.91234, -5.05128], [-0.48382, -0.35340, -3.65935], [-1.93394, -0.92486, -4.24139], [0.63208, -0.92881, -4.42487], [-0.53378, -0.50666, -2.17106], [-0.89937, 2.42759, -2.49664], [-0.55517, 3.91614, -3.05884], [-2.37636, 2.34531, -2.25315], [0.06784, 2.16013, -1.39542], [-2.48549, 0.74510, -5.00710], [-2.16622, 2.39234, -5.30085], [-2.62949, 1.92992, -3.67922], [0.33230, 1.24666, -5.91575], [1.26896, 1.86618, -4.56054], [0.11704, 2.94239, -5.36527], [-1.87940, -1.87655, -4.17113], [0.22498, 4.23692, -2.60933]],
  "e_tot_ha": -4807.554387,
  "homo_ev": -7.24,
  "gap_ev": 7.5,
  "spin_multiplicity": 1
}